# 1
An isolated molecule of C3H4O3. Source: OMol25; level of theory: ωB97M-V/def2-TZVPD.

Properties
ΔE to the lowest compared entry with this formula, charge and spin, kcal per mole: 119.0
Structure (SMILES): C=C(C=O)OO
F_max, eV Å⁻¹: 2.5
Net charge: 0

Structure (XYZ):
```
10
Properties=species:S:1:pos:R:3:forces:R:3
O -1.48303 1.41855 0.49103 -0.237 -2.438 0.232
C 0.73284 0.84504 -0.30084 0.484 -0.218 0.142
C -0.01548 -0.23745 -0.08408 0.599 0.600 -0.269
O -1.26757 -0.09598 0.43415 -0.060 1.593 0.543
C 0.59997 -1.60782 -0.15418 -0.061 -0.007 -0.532
O 1.41178 -1.90816 -0.99818 -0.454 0.109 0.452
H -2.43328 1.34315 0.59369 -0.576 0.191 0.099
H 1.59329 0.81572 -0.94436 0.445 -0.300 0.376
H 0.50213 1.72663 0.27946 0.007 0.256 -0.813
H 0.35935 -2.29968 0.68332 -0.148 0.215 -0.230
```
Forces are in eV/Å.

# 2
A structure of composition C3H4O3Pr. Source: OMol25; level of theory: ωB97M-V/def2-TZVPD.

Properties
Spin multiplicity: 3
ΔE to the lowest compared entry with this formula, charge and spin, kcal per mole: 44.3
<S²>: 2.013
F_max, eV Å⁻¹: 5.2
Net charge: +1

Structure (XYZ):
```
11
Properties=species:S:1:pos:R:3:forces:R:3
O 1.43724 -1.11258 -0.03234 -3.301 -0.239 -0.147
C 2.20063 -0.04250 0.06534 5.154 -0.123 0.080
O 1.51422 1.07988 0.08977 -3.241 0.468 -0.091
Pr -0.54964 0.05456 -0.03626 5.199 -0.316 0.314
O 3.43865 -0.08812 0.11076 -3.161 0.081 -0.064
C -3.17418 0.54083 -0.10984 -0.035 -0.206 0.745
C -4.21383 -0.26466 -0.53897 -0.693 -0.030 0.000
H -3.59719 0.56244 -1.35050 0.005 -0.101 0.088
H -3.53435 1.42226 0.43930 -0.185 0.248 -0.800
H -5.26169 0.05463 -0.53361 0.124 -0.191 0.409
H -4.05236 -1.29992 -0.85395 0.134 0.409 -0.535
```
Forces are in eV/Å.

# 3
A structure of composition C3H4O3Ru. Source: OMol25; level of theory: ωB97M-V/def2-TZVPD.

Properties
Spin multiplicity: 6
ΔE to the lowest compared entry with this formula, charge and spin, kcal per mole: 138.7
<S²>: 8.779
F_max, eV Å⁻¹: 3.8
Net charge: +1

Structure (XYZ):
```
11
Properties=species:S:1:pos:R:3:forces:R:3
C 0.63963 -0.28806 0.25991 -2.574 2.589 1.154
O -1.66037 -0.36575 -0.44672 1.159 -1.524 -1.979
C -1.69358 0.93213 0.10016 -2.364 -1.191 1.607
C -0.52115 -1.06115 -0.07867 1.108 -0.076 2.700
O -0.52590 1.25270 0.53104 2.013 1.068 -0.109
O -2.77388 1.40121 0.38293 2.346 -0.128 -1.098
H 0.98802 -0.30029 1.30231 0.366 -1.001 -0.136
H 0.56304 -1.65516 -0.56039 -2.261 0.004 -0.724
H -0.75964 -1.72063 0.76547 -0.292 -0.632 -0.601
H 3.63646 1.17125 -1.34760 -0.028 -0.148 0.220
Ru 2.10738 0.63375 -0.90845 0.526 1.040 -1.032
```
Forces are in eV/Å.

# 4
An isolated molecule of C3H4O3S. Source: OMol25; level of theory: ωB97M-V/def2-TZVPD.

Properties
ΔE to the lowest compared entry with this formula, charge and spin, kcal per mole: 88.6
Structure (SMILES): O=C(O)CC(=O)S
F_max, eV Å⁻¹: 7.3
Net charge: 0

Structure (XYZ):
```
11
Properties=species:S:1:pos:R:3:forces:R:3
C 1.15035 0.34836 0.24972 2.383 4.034 -0.201
C -0.11506 0.67750 -0.52948 -1.880 -0.077 -0.151
C -1.10955 -0.01783 0.52289 0.828 -1.684 2.950
H 2.96902 -1.45055 0.41453 -3.317 0.445 -0.665
H -0.15667 1.72488 -1.07906 -0.287 -1.808 2.157
H -0.22689 -0.00249 -1.36557 0.220 -0.294 -0.392
H -2.84952 -0.26903 -0.80569 2.341 -0.685 4.190
O 1.82057 1.28839 0.71248 -1.286 -3.143 -0.901
O -2.43383 -0.52994 0.20115 1.437 2.162 -2.666
O -0.49834 -0.39974 1.60564 -4.908 2.067 -4.958
S 1.44991 -1.36954 0.07339 4.469 -1.017 0.636
```
Forces are in eV/Å.

> Which of these has the lowest ΔE to the lowest compared entry with this formula, charge and spin?

C3H4O3Pr